[1]
The following is a DFT calculation (wB97M-V/def2-TZVPD) of an isolated ion of composition C3H8NO2 and charge +1 in a non-equilibrium geometry.

Values from the calculation:
- SMILES = [NH3+]CCC(=O)O
- LUMO energy (Eh) = -0.151
- frontier orbital gap (eV) = 10.51

```
! RIJCOSX wB97M-V def2-TZVPD def2/J DEFGRID3
* xyz 1 1
C 0.169 0.670 -0.443
C -0.163 -0.424 0.600
C -1.152 -1.329 -0.083
O -1.178 -2.502 0.567
O -1.553 -1.234 -1.203
N 1.280 1.609 -0.108
H -0.699 1.326 -0.508
H 0.252 0.249 -1.441
H 0.774 -0.942 0.816
H -0.514 -0.079 1.574
H -1.901 -3.101 0.358
H 0.998 2.341 0.555
H 2.169 1.247 0.254
H 1.519 2.169 -0.936
*
```

[2]
The following is a DFT calculation (wB97M-V/def2-TZVPD) of a 2-piece molecular cluster, C3H8NO2 overall in a non-equilibrium geometry.

Values from the calculation:
- LUMO energy (Eh) = -0.176
- frontier orbital gap (eV) = 10.34

```
! RIJCOSX wB97M-V def2-TZVPD def2/J DEFGRID3
* xyz 1 1
O 1.763 -0.510 -0.559
C 2.441 0.188 0.239
O 1.907 0.843 1.347
H 3.512 0.291 0.164
H 2.573 0.640 2.022
C -1.806 -1.138 -0.897
C -1.119 0.904 0.482
N -1.132 0.218 -0.596
H -0.953 -1.837 -0.933
H -2.470 -1.420 -0.024
H -2.224 -1.086 -1.894
H -1.636 0.598 1.426
H -0.563 1.891 0.416
H -0.292 0.418 -1.193
*
```

[3]
The following is a DFT calculation (wB97M-V/def2-TZVPD) of C3H8NO2P as an isolated structure in a non-equilibrium geometry.

Values from the calculation:
- LUMO energy (Eh) = 0.027
- frontier orbital gap (eV) = 10.60

```
! RIJCOSX wB97M-V def2-TZVPD def2/J DEFGRID3
* xyz 0 1
C 1.026 0.572 0.434
C 0.789 0.994 -1.016
C -0.372 0.202 0.809
N -0.434 -1.281 1.383
O -0.562 -1.354 -1.604
O -2.223 0.628 -1.468
P -0.921 0.114 -1.013
H 1.847 -0.141 0.415
H 1.326 1.414 1.147
H 0.684 2.057 -1.297
H 1.592 0.671 -1.635
H -1.001 1.036 1.335
H -0.328 -1.133 2.357
H -0.081 -2.018 -0.957
H -1.344 -1.762 1.111
*
```

[4]
The following is a DFT calculation (wB97M-V/def2-TZVPD) of a 2-piece molecular cluster, C3H8NO2P overall in a non-equilibrium geometry.

Values from the calculation:
- SMILES = C=CCO.NP=O
- LUMO energy (Eh) = 0.003
- frontier orbital gap (eV) = 9.90

```
! RIJCOSX wB97M-V def2-TZVPD def2/J DEFGRID3
* xyz 0 1
C 0.648 0.954 -1.575
C 0.073 -1.293 -0.915
C -0.253 0.203 -0.984
N -0.151 1.337 1.992
O 0.800 -0.804 2.557
O -1.110 -2.046 -1.044
P -0.493 -0.315 2.159
H -0.724 2.064 1.902
H 0.596 1.988 -1.422
H 1.482 0.467 -2.059
H 0.853 -1.504 -1.567
H 0.530 -1.503 0.144
H -1.046 0.500 -0.346
H 0.485 1.608 2.786
H -1.691 -1.655 -1.627
*
```

[5]
The following is a DFT calculation (wB97M-V/def2-TZVPD) of a 2-piece molecular cluster, C3H8NO2P overall in a non-equilibrium geometry.

Values from the calculation:
- LUMO energy (alpha / beta) (Eh) = -0.072 / -0.005
- frontier orbital gap (alpha / beta) (eV) = 6.32 / 9.18

```
! RIJCOSX wB97M-V def2-TZVPD def2/J DEFGRID3
* xyz 0 1
C -1.517 0.052 0.836
C -0.463 -0.451 -0.194
C 0.904 -0.633 0.250
N 3.081 1.212 0.704
O 2.682 1.113 1.843
O 4.012 0.626 0.172
P 2.410 2.237 -0.494
H -1.877 -0.624 1.561
H -1.068 0.779 1.365
H -2.379 0.517 0.484
H -0.721 -1.442 -0.639
H -0.520 0.212 -1.022
H 1.277 -0.569 1.259
H 1.467 -1.323 -0.361
H 2.536 1.250 -1.549
*
```

[6]
The following is a DFT calculation (wB97M-V/def2-TZVPD) of a 2-piece molecular cluster, C3H8NO2PS overall in a non-equilibrium geometry.

Values from the calculation:
- LUMO energy (alpha / beta) (Eh) = 0.005 / -0.083
- frontier orbital gap (alpha / beta) (eV) = 7.19 / 7.03

```
! RIJCOSX wB97M-V def2-TZVPD def2/J DEFGRID3
* xyz 0 3
C -1.744 0.645 0.447
C -2.975 -0.019 -0.231
C 2.059 -1.509 0.571
N 1.285 0.882 -1.404
O 1.392 1.685 1.089
O 0.827 -0.810 0.496
P 0.732 0.765 0.174
S -4.665 -0.192 0.047
H -1.901 1.721 0.515
H -1.644 0.266 1.464
H -2.695 -0.520 -1.157
H 1.803 -2.536 0.831
H 2.708 -1.083 1.337
H 2.574 -1.493 -0.392
H 1.511 1.817 -1.703
H 0.733 0.382 -2.085
*
```

Which energy relative to the best compared isomer or geometry (same formula, charge and spin) belongs to each record? In order, 0.979, 2.209, 0.499, 1.909, 7.613, 1.217 eV.
Which calculated total energy belongs to each record? In order, -8818.9736, -8817.7436, -18114.5830, -18113.1726, -18107.4689, -28946.5919 eV.